This record from OMol25 describes 2 unconnected molecules or ions with the total composition C25H23NO6S2 at a distorted geometry. The level of theory is ωB97M-V/def2-TZVPD.

Cartesian coordinates (Å):
O  -1.7053  -0.5669  -3.6605
S  1.6638  1.2202  -3.1757
H  -1.9924  -4.2607  2.5227
H  0.0175  -2.3202  2.7007
C  -0.7066  1.7041  -4.4310
H  -2.6127  1.8350  -5.4349
H  -6.1984  0.1086  2.7831
H  -1.2153  -1.9043  -1.8392
C  1.4631  0.2122  1.8747
C  -4.4457  -1.1743  2.7641
H  5.7957  -2.4209  2.9448
C  -0.9523  -0.3745  2.0365
H  0.7848  3.7205  -7.3620
H  -1.6634  3.1869  -7.3283
H  -4.9823  -2.0796  3.0498
C  0.0732  0.4668  1.5840
C  -2.3734  -0.0301  2.1197
C  0.6567  1.9489  -4.4836
C  4.1770  -0.2056  2.5949
H  1.5040  -1.9046  1.3475
C  -3.0542  1.1547  1.9126
C  3.5645  1.0563  2.7981
H  6.0351  -1.6117  1.3547
O  2.4572  0.1649  -3.7820
C  -1.0158  2.8391  -6.5226
C  0.3556  3.1345  -6.5494
O  2.2930  2.2747  -2.4175
C  -4.4321  1.1900  2.1631
H  1.7924  2.2419  2.5659
H  -2.4912  2.0221  1.5686
C  -5.1277  0.0381  2.5810
C  3.4020  -1.2625  2.0772
H  -2.1360  -3.7823  4.2421
H  -3.5576  -3.6482  3.1205
H  2.2805  2.8526  -5.5449
O  -2.1863  1.4415  -2.1989
C  2.2632  1.2706  2.4012
H  7.2175  -1.3389  2.6915
C  0.3031  0.4531  -2.2644
H  -0.1911  -2.0842  -0.3585
S  -1.2875  0.6926  -3.0550
C  2.0810  -1.0544  1.7185
C  -3.0687  -1.1717  2.5865
H  4.1506  1.8486  3.2670
O  0.5018  -0.6782  -1.6362
C  -0.8697  -1.7155  2.5251
O  5.4933  -0.3188  2.9343
C  -1.5557  2.1006  -5.4667
C  -2.4687  -3.5499  3.2154
H  3.8490  -2.2399  1.9720
H  -0.2003  1.4864  1.3004
H  -1.2932  -0.6731  -0.5067
N  -2.1184  -2.1816  2.8336
C  1.2059  2.6702  -5.5434
C  -0.6648  -1.3920  -1.0487
C  6.1685  -1.5086  2.4461
H  -4.9831  2.1173  2.0119

Summary:
Kohn-Sham gap: 3.21 eV
Lowest unoccupied orbital energy: -2.2 eV
Spin multiplicity: 1
Highest occupied orbital energy: -5.5 eV

---

This record from OMol25 describes a molecular structure, C25H24As2Br2N3O8PtS. The level of theory is ωB97M-V/def2-TZVPD.

Cartesian coordinates (Å):
H  -1.9885  -1.7690  -3.2174
O  0.2508  2.3225  -3.0323
O  0.1846  3.3589  -1.0264
C  -2.6435  1.8437  -3.2297
C  3.3682  1.0788  2.3790
C  2.1565  -2.2224  1.4640
Br  3.6177  -3.5386  5.0711
N  2.6432  1.6942  1.4310
H  -2.7967  -5.2736  0.1831
H  -1.5238  3.0387  1.3052
C  3.1255  -0.3852  2.4872
H  -3.5133  -2.6076  -2.7912
Pt  1.8126  0.4249  -0.0786
H  -3.4491  2.0899  -5.7659
H  3.6438  4.8504  1.9048
C  3.5881  3.7837  2.0539
C  -2.1902  1.0145  -2.0496
H  1.1782  4.1889  -2.9342
H  -1.7418  1.7279  2.5128
H  -2.5162  -5.3346  -1.5790
H  -3.5468  -1.2446  -3.9231
H  2.0660  2.8869  -3.7871
H  1.6233  -2.5955  0.5989
C  -2.2836  -1.4107  -0.2673
H  -4.5330  2.9353  -4.6326
O  -1.7828  -3.6473  -0.6381
C  -0.8983  -1.6850  1.7478
Br  5.5684  4.1105  4.0535
C  1.2049  -1.1994  -2.6813
H  -5.0254  1.3601  -5.3323
H  -1.1454  -5.5575  -0.4569
C  3.1679  -2.4905  3.5942
H  2.2282  -4.0939  2.4973
C  -0.0802  -1.3695  3.9500
C  -1.8072  1.9999  1.4620
As  -3.4262  -0.4364  -1.5435
As  -0.6297  0.8645  0.4245
C  1.0929  3.3378  -3.6045
C  -1.1264  1.4198  -1.3728
C  4.2580  1.7700  3.1793
C  -0.1805  2.5035  -1.8054
H  2.0989  3.4553  0.5178
H  3.9903  -0.6915  4.4321
S  0.8434  -2.1191  -3.9272
O  -3.6225  1.2207  -3.8884
O  -0.4030  -0.8204  2.6626
C  -3.0602  -1.6486  -3.0406
C  4.3688  3.1431  3.0041
O  -2.2237  2.9342  -3.5009
H  -2.8092  1.8091  1.0748
C  -1.3752  -0.9094  0.5622
H  0.6269  3.6273  -4.5426
C  2.4961  -3.0495  2.5186
C  -2.7323  -2.8431  -0.1805
C  -4.1938  1.9628  -4.9828
O  -1.0318  -2.8597  1.9424
N  2.4657  -0.9263  1.4541
H  -0.9542  -1.2881  4.5952
C  -2.0932  -5.0527  -0.6159
C  2.7362  3.0185  1.2802
C  3.4892  -1.1386  3.5880
H  0.7318  -0.7628  4.3425
H  0.2144  -2.4137  3.8604
O  -3.8432  -3.1530  0.1511
H  4.8587  1.2585  3.9149
N  1.4714  -0.4968  -1.7724

Summary:
Net charge: +1
Kohn-Sham gap (alpha / beta): 6.49 / 6.11 eV
Lowest unoccupied orbital energy (alpha / beta): -3.9 / -4.6 eV
Spin multiplicity: 3
Highest occupied orbital energy (alpha / beta): -10.4 / -10.7 eV

---

This record from OMol25 describes a molecular structure, C25H24BBrI2N9OPb. The level of theory is ωB97M-V/def2-TZVPD.

Cartesian coordinates (Å):
C  -0.7260  4.0315  -1.5222
H  -2.6910  -0.2715  2.2611
N  -2.5474  -2.1645  -0.5896
C  1.1437  4.8524  0.0889
H  3.2335  5.4771  5.3716
H  -0.4937  4.8950  -2.1404
H  -4.9064  -5.2148  -0.8687
H  -0.7566  3.1538  -2.1698
H  -1.7210  4.1757  -1.1006
C  -2.9489  -4.5105  -0.2805
C  -2.3939  -5.7660  0.1632
N  0.5229  2.7258  0.1891
C  0.2957  3.8867  -0.4412
H  3.6762  4.1038  6.3760
H  1.2047  5.8882  -0.1960
H  4.7188  -1.5325  -0.2738
N  1.5098  2.9218  1.1022
C  -4.2456  -4.3622  -0.7889
C  -2.0251  -0.8199  2.9247
N  1.9789  0.2121  -0.0113
O  -0.0305  -2.4719  0.4090
C  3.9558  4.6696  5.4879
H  -0.5078  -0.1659  5.3966
C  -0.1616  0.1592  4.4311
H  6.0418  3.9392  3.4396
H  -1.7956  -1.7805  2.4654
C  3.9096  -0.8776  -0.0002
H  -2.5520  -1.0124  3.8566
H  2.6545  4.5800  1.7113
H  -5.6605  -2.9619  -1.5900
Pb  -0.3036  0.6261  -0.0211
H  1.7205  1.3082  4.8087
C  3.9696  3.7902  4.2766
C  2.6881  -0.7291  -0.6463
H  1.8298  -0.6953  -2.6099
H  -0.7202  -6.8587  0.9834
N  -0.0396  0.5294  2.2412
C  3.8813  0.0219  1.0508
H  2.9587  -2.0128  -2.3247
C  0.9725  0.8976  4.1556
I  -3.4688  -7.4857  0.0859
N  3.2444  2.4187  2.7867
C  -3.7878  -2.0419  -1.0750
N  2.7178  0.6812  1.0280
C  4.5439  2.6777  2.4613
C  -4.6678  -3.1136  -1.1910
H  5.0045  2.2897  1.5694
Br  -2.9642  1.5227  -0.0369
C  5.0438  3.5380  3.3937
N  2.8900  3.1293  3.9006
C  -2.1499  -3.3566  -0.2086
H  1.3406  -2.0839  -1.6272
H  -4.0832  -1.0434  -1.3739
C  -0.7438  -3.4379  0.3262
I  1.6396  -4.9414  1.4730
C  -0.2547  -4.8064  0.7586
N  1.0369  1.1184  2.8402
C  1.8872  4.2058  1.0533
C  -1.0720  -5.8851  0.6699
B  2.1476  1.7964  1.9722
C  -0.7733  -0.0578  3.2045
H  4.6167  0.2206  1.8101
H  4.9366  5.1082  5.6560
C  2.1717  -1.4180  -1.8680

Summary:
Net charge: +2
Kohn-Sham gap (alpha / beta): 3.92 / 3.93 eV
Lowest unoccupied orbital energy (alpha / beta): -9.3 / -9.3 eV
Energy above the lowest of the compared OMol25 structures with the same formula, charge and spin: 10.4 kJ/mol
Spin multiplicity: 2
Highest occupied orbital energy (alpha / beta): -13.2 / -13.2 eV

---

This record from OMol25 describes a molecular structure, C25H24BFeN9O7S3 at a distorted geometry. The level of theory is ωB97M-V/def2-TZVPD.

Cartesian coordinates (Å):
N  2.6424  0.2194  -2.2306
H  -2.2415  -3.1429  -2.6682
S  1.6265  -2.3547  -1.2105
H  -1.2774  -4.9007  1.7021
B  1.3258  -3.8035  1.8081
C  0.3107  -3.1994  -0.5171
H  -2.7581  2.7167  3.9524
C  -4.2203  1.2303  -3.2380
C  -1.4081  -0.4592  0.4486
O  2.5681  1.6648  0.3031
H  0.6025  -0.9174  5.4835
C  3.9240  0.1389  -2.5740
H  2.2718  0.8778  5.0375
C  -3.0538  0.5835  -3.6477
C  -1.7129  1.2624  2.3250
C  0.5129  -2.4238  3.8642
C  0.8988  1.8890  1.9075
H  -6.2519  1.0961  -3.1915
H  0.6532  3.4846  3.3103
S  -0.1734  2.7481  -1.8071
C  -2.8933  2.7093  -1.8761
C  -1.1870  -2.9516  -2.4804
N  0.2389  -3.7772  0.6929
N  0.7384  1.4097  -1.9698
C  -1.8204  1.0032  -3.1832
O  -0.5741  -0.6032  -0.5082
H  -0.9099  0.5061  -3.4893
H  -5.4999  -0.0895  -4.1098
H  4.3553  -0.8560  -2.5362
N  1.8919  -0.7213  3.7736
H  5.6755  1.1563  -3.2955
H  3.6956  -0.1088  4.6284
H  -5.0325  2.7957  -2.0139
N  1.2308  -2.5092  2.6940
C  0.9195  -1.3279  4.5408
N  -5.4592  0.8535  -3.7614
H  3.0284  1.0087  3.4399
O  2.9762  3.0518  2.0246
C  -0.9111  0.5619  1.4520
C  -1.1369  2.3014  3.0511
H  -0.2331  -3.1548  4.1216
C  -4.1280  2.2960  -2.3414
N  0.3765  0.8339  1.2935
C  -1.7420  2.0657  -2.2976
H  -2.6723  -4.4592  -0.6264
C  4.6506  1.2401  -2.9678
O  -0.2965  3.1387  -0.4262
C  -1.6765  -4.1726  -0.3403
C  -0.9936  -4.3745  0.8085
H  -1.0017  -1.8806  -2.5011
C  3.9762  2.4589  -2.9205
H  -2.8012  3.5327  -1.1782
O  -1.8491  3.0295  3.9493
N  -0.8541  -3.4489  -1.1657
C  0.1918  2.6361  2.8250
H  -2.7656  1.0170  2.4019
Fe  1.4391  0.0631  -0.4692
H  1.0621  -4.7343  2.5319
H  -0.5751  -3.4424  -3.2376
S  3.0540  -0.9970  1.3250
N  2.7159  2.5774  -2.5680
C  2.2866  2.2631  1.3888
C  2.0553  1.4484  -2.2517
H  2.4134  -3.8619  1.3215
C  2.7720  0.3276  4.2429
O  -2.4953  -1.0096  0.5878
H  4.4759  3.3903  -3.1710
H  -3.1256  -0.2532  -4.3337
C  2.0507  -1.4378  2.6257
O  0.1245  3.7856  -2.7579

Summary:
Net charge: -1
Kohn-Sham gap (alpha / beta): 7.15 / 6.66 eV
Lowest unoccupied orbital energy (alpha / beta): 2.4 / 1.9 eV
Energy above the lowest of the compared OMol25 structures with the same formula, charge and spin: 7.5 kJ/mol
Spin multiplicity: 6
Highest occupied orbital energy (alpha / beta): -4.7 / -4.8 eV

---

What did the third record say?
This record from OMol25 describes a molecular structure, C25H24BBrI2N9OPb. The level of theory is ωB97M-V/def2-TZVPD.

Cartesian coordinates (Å):
C  -0.7260  4.0315  -1.5222
H  -2.6910  -0.2715  2.2611
N  -2.5474  -2.1645  -0.5896
C  1.1437  4.8524  0.0889
H  3.2335  5.4771  5.3716
H  -0.4937  4.8950  -2.1404
H  -4.9064  -5.2148  -0.8687
H  -0.7566  3.1538  -2.1698
H  -1.7210  4.1757  -1.1006
C  -2.9489  -4.5105  -0.2805
C  -2.3939  -5.7660  0.1632
N  0.5229  2.7258  0.1891
C  0.2957  3.8867  -0.4412
H  3.6762  4.1038  6.3760
H  1.2047  5.8882  -0.1960
H  4.7188  -1.5325  -0.2738
N  1.5098  2.9218  1.1022
C  -4.2456  -4.3622  -0.7889
C  -2.0251  -0.8199  2.9247
N  1.9789  0.2121  -0.0113
O  -0.0305  -2.4719  0.4090
C  3.9558  4.6696  5.4879
H  -0.5078  -0.1659  5.3966
C  -0.1616  0.1592  4.4311
H  6.0418  3.9392  3.4396
H  -1.7956  -1.7805  2.4654
C  3.9096  -0.8776  -0.0002
H  -2.5520  -1.0124  3.8566
H  2.6545  4.5800  1.7113
H  -5.6605  -2.9619  -1.5900
Pb  -0.3036  0.6261  -0.0211
H  1.7205  1.3082  4.8087
C  3.9696  3.7902  4.2766
C  2.6881  -0.7291  -0.6463
H  1.8298  -0.6953  -2.6099
H  -0.7202  -6.8587  0.9834
N  -0.0396  0.5294  2.2412
C  3.8813  0.0219  1.0508
H  2.9587  -2.0128  -2.3247
C  0.9725  0.8976  4.1556
I  -3.4688  -7.4857  0.0859
N  3.2444  2.4187  2.7867
C  -3.7878  -2.0419  -1.0750
N  2.7178  0.6812  1.0280
C  4.5439  2.6777  2.4613
C  -4.6678  -3.1136  -1.1910
H  5.0045  2.2897  1.5694
Br  -2.9642  1.5227  -0.0369
C  5.0438  3.5380  3.3937
N  2.8900  3.1293  3.9006
C  -2.1499  -3.3566  -0.2086
H  1.3406  -2.0839  -1.6272
H  -4.0832  -1.0434  -1.3739
C  -0.7438  -3.4379  0.3262
I  1.6396  -4.9414  1.4730
C  -0.2547  -4.8064  0.7586
N  1.0369  1.1184  2.8402
C  1.8872  4.2058  1.0533
C  -1.0720  -5.8851  0.6699
B  2.1476  1.7964  1.9722
C  -0.7733  -0.0578  3.2045
H  4.6167  0.2206  1.8101
H  4.9366  5.1082  5.6560
C  2.1717  -1.4180  -1.8680

Summary:
Net charge: +2
Kohn-Sham gap (alpha / beta): 3.92 / 3.93 eV
Lowest unoccupied orbital energy (alpha / beta): -9.3 / -9.3 eV
Energy above the lowest of the compared OMol25 structures with the same formula, charge and spin: 10.4 kJ/mol
Spin multiplicity: 2
Highest occupied orbital energy (alpha / beta): -13.2 / -13.2 eV